Entry 1:
55
Properties=species:S:1:pos:R:3:forces:R:3 method="wB97M-V/def2-TZVPD" e_above_lowest_kcal_mol=42.0 max_force_ev_per_a=3.65 homo_ev=-6.40 charge=0 orbital_gap_ev=5.36
O -1.8441 -4.8761 -1.2643 0.1 -0.2 0.7
H -1.5893 -5.7927 -1.0626 -0.1 0.5 -0.3
Cd -0.4690 -0.4145 0.7359 -1.2 0.6 -0.8
N -1.8514 1.2084 1.1905 -0.8 -0.7 -2.5
N -1.6424 -0.4845 -0.9789 -1.4 2.2 1.7
N 0.9614 0.1654 2.3079 2.2 0.2 0.5
N 1.0813 -1.7552 0.3864 2.2 -1.1 0.5
O -1.7683 1.9437 2.2661 -0.2 0.8 0.5
O 0.8353 1.2541 3.1969 0.5 -1.7 -0.9
O 1.0427 -2.6773 -0.6827 0.4 0.7 1.5
O -1.2134 -1.2055 -1.9487 -0.6 -0.8 -1.3
C -2.5786 0.4681 -0.9789 1.7 -2.6 -1.1
C -2.6616 1.4020 0.1409 1.6 -0.4 3.2
C 2.1004 -0.4940 2.1631 -2.7 2.0 1.2
C 2.1765 -1.5162 1.0818 -2.6 -1.5 -2.1
C -3.5916 2.5231 0.2710 -0.5 0.4 -0.3
H -3.0203 3.4429 0.4150 -0.2 0.1 0.1
H -4.2104 2.3591 1.1575 0.0 0.2 0.0
H -4.2186 2.6114 -0.6037 -0.3 0.2 -0.1
C -3.3972 0.4730 -2.1961 -0.4 0.5 -0.4
H -3.8347 -0.5205 -2.3180 0.0 0.1 -0.2
H -2.7507 0.6698 -3.0544 -0.2 0.0 -0.2
H -4.1748 1.2163 -2.1336 -0.4 0.2 -0.3
C 3.2330 -0.2389 3.0695 0.4 -0.2 -0.1
C 3.4001 -2.2932 0.8185 0.4 0.3 0.1
H 2.8893 0.2210 3.9926 0.0 0.0 -0.1
H 3.9394 0.4211 2.5698 0.3 0.1 0.1
H 3.7077 -1.1919 3.2791 0.3 0.0 0.2
H 3.4068 -2.6690 -0.2017 0.0 0.0 0.1
H 3.4293 -3.1288 1.5170 0.2 -0.1 0.0
H 4.2475 -1.6404 0.9896 0.4 -0.2 0.0
H -0.1021 1.5903 2.9977 0.0 -0.3 -0.1
H 0.0798 -2.6934 -0.9484 0.7 0.5 -0.1
C -2.0591 -4.2550 0.0169 -0.2 -0.3 0.0
H -2.6004 -3.3031 -0.1380 0.4 -0.5 0.0
H -1.0882 -4.0780 0.5283 -0.6 0.0 -0.1
H -2.6846 -4.9247 0.6473 0.3 0.5 -0.2
O -1.5636 -1.1924 2.7274 0.4 0.3 0.0
H -0.6099 -0.9491 2.8454 -1.4 -0.2 0.7
H -1.9980 -0.3713 2.3717 0.2 -0.6 1.0
C 2.1899 1.3937 -3.9154 0.2 0.3 -0.2
C 1.6755 1.5344 -2.5462 0.1 0.0 -0.1
C 1.6265 2.6460 -1.7617 0.8 2.1 -0.5
C 1.0072 2.3198 -0.5731 -0.2 -1.5 -0.6
N 0.6814 1.0227 -0.6363 0.7 0.3 0.2
N 1.1219 0.5580 -1.8350 -0.3 -0.4 0.5
C 0.7363 3.2500 0.5383 0.0 0.5 0.4
H 1.6463 2.1054 -4.5440 0.1 -0.3 -0.2
H 3.2419 1.6907 -3.9051 0.0 -0.2 -0.3
H 2.0740 0.3798 -4.2906 0.1 0.0 -0.1
H 1.9883 3.6448 -2.0034 -0.1 -0.4 -0.1
H 0.9655 -0.4206 -2.1166 -0.4 0.8 0.3
H 1.6926 3.6639 0.8899 -0.3 -0.1 0.0
H 0.1463 4.0908 0.1453 0.1 -0.2 0.2
H 0.1980 2.8167 1.3802 0.0 0.1 -0.3

Entry 2:
129
Properties=species:S:1:pos:R:3:forces:R:3 method="wB97M-V/def2-TZVPD" e_above_lowest_kcal_mol=40.0 max_force_ev_per_a=3.63 homo_ev=-9.62 charge=0 orbital_gap_ev=9.66
C 6.4211 -0.7806 2.0614 -0.8 -0.6 0.4
C 5.3474 0.1272 1.3929 0.5 -0.2 1.7
C 4.6326 0.6763 2.6108 -1.3 -1.2 0.1
O 4.5023 -0.5071 3.4428 0.6 0.6 0.0
C 5.8688 -0.9765 3.5245 -0.8 1.1 -0.9
H 7.4234 -0.3877 2.0371 0.3 0.4 0.1
H 6.4751 -1.7294 1.5340 0.0 -0.1 0.0
H 4.6472 -0.4604 0.8323 -0.2 -0.1 -0.6
H 5.7853 0.9133 0.8360 0.4 0.6 -1.0
H 3.6183 1.0536 2.4179 0.3 0.0 0.1
H 5.2143 1.3870 3.1704 0.3 0.7 0.1
H 5.7694 -1.9731 3.8929 0.4 -0.8 0.1
H 6.3993 -0.3501 4.2567 0.1 -0.2 -0.2
C 0.1622 4.7462 2.9204 0.9 -1.0 -1.6
C 0.8886 4.5299 1.5182 1.4 -0.3 2.1
C 1.3601 3.0428 1.5739 -0.5 0.9 1.4
O 0.9954 2.5799 2.9220 1.0 -0.4 -1.4
C 0.8125 3.6827 3.7835 -0.5 -0.2 -0.6
H -0.8798 4.5399 2.7849 -0.7 0.0 0.1
H 0.3265 5.7221 3.2936 0.0 1.1 0.4
H 1.7691 5.1870 1.4092 -0.3 -0.2 0.3
H 0.2887 4.7670 0.6953 -1.2 0.1 -1.2
H 2.4395 2.9489 1.3664 -0.3 -0.1 0.3
H 0.8079 2.4006 0.9280 -0.2 -0.4 -0.7
H 1.7614 4.0685 4.1563 0.2 -0.2 0.4
H 0.1613 3.2390 4.5340 0.2 0.7 0.5
C -0.5011 0.4114 -0.6040 0.2 -1.8 -1.1
C -1.3698 -0.8898 -0.4626 0.5 0.7 -1.6
C -2.2193 -0.7897 -1.7613 0.7 -0.4 0.8
O -1.4544 -0.0790 -2.7261 -0.4 0.3 -0.4
C -0.2752 0.4438 -2.1302 0.1 1.0 0.2
H 0.4792 0.3189 -0.1830 0.4 -0.2 0.7
H -0.9942 1.2631 -0.2139 -0.5 0.8 0.1
H -2.1322 -0.8779 0.3086 0.6 -0.2 0.7
H -0.6992 -1.7842 -0.5149 -0.7 0.6 0.5
H -3.1405 -0.2876 -1.4914 -0.3 0.4 -0.4
H -2.4626 -1.7812 -2.1352 -0.1 -0.1 -0.3
H -0.0036 1.4528 -2.5513 -0.7 -0.8 0.4
H 0.5693 -0.1888 -2.4081 0.2 -0.3 0.2
C -4.3975 -4.0768 1.4987 -0.8 0.8 0.1
C -5.6910 -3.7335 2.2965 0.9 -0.2 0.0
C -5.5391 -2.2608 2.5306 0.4 1.5 -0.5
O -4.6982 -1.7830 1.4733 1.2 1.4 0.2
C -4.2084 -2.8087 0.6478 -0.5 -0.7 -0.6
H -4.4486 -4.9687 0.9068 -0.2 -0.6 -0.2
H -3.5976 -4.1781 2.2337 0.2 0.1 -0.2
H -5.7248 -4.2689 3.2332 -0.2 -0.3 0.2
H -6.5926 -3.8692 1.7352 -0.4 -0.5 -0.4
H -5.0641 -1.9302 3.4654 -0.2 -0.5 0.1
H -6.4458 -1.6596 2.3960 -0.2 -0.4 0.4
H -3.1617 -2.7009 0.2864 -0.5 0.3 0.8
H -4.8422 -2.7174 -0.2644 0.3 -0.9 0.2
C 1.6011 -1.1875 4.8694 0.0 -0.4 -1.5
C 2.2538 -2.5198 4.3206 -0.6 0.7 -0.3
O 1.1705 -3.2936 3.7471 -0.7 1.4 -0.5
S 0.2757 -2.1410 2.9506 1.3 -0.6 0.5
O -1.0683 -2.6458 2.8115 1.7 0.9 -0.3
O 1.1284 -1.6459 1.8728 -1.9 -0.8 1.2
O 0.3273 -1.0754 4.1505 -0.2 -0.8 -0.6
H 2.1700 -0.3168 4.5484 0.3 -0.1 0.4
H 1.3154 -1.1772 5.9096 0.2 -0.1 0.3
H 2.7688 -3.1202 5.0247 0.0 -0.6 1.1
H 2.9894 -2.3365 3.5516 0.0 0.6 -0.3
C -5.5120 3.8551 1.5826 0.6 -1.1 0.5
C -4.3676 4.8201 1.8511 0.1 -0.9 -1.3
O -3.2452 4.1541 1.2231 0.2 0.1 -0.3
S -3.7736 3.5648 -0.1576 0.6 0.0 -0.1
O -2.9431 2.4043 -0.4582 -1.4 2.2 -0.3
O -4.0585 4.6824 -1.0213 0.9 -1.5 0.1
O -5.1616 3.0658 0.4011 -0.3 0.0 0.5
H -6.4771 4.2635 1.4860 -1.0 0.9 -0.6
H -5.5893 3.1656 2.4200 0.2 -0.3 -0.1
H -4.1888 4.8863 2.8818 0.5 0.1 1.3
H -4.4461 5.7850 1.4170 -0.4 0.9 -0.5
C 5.8954 0.5252 -4.1375 -1.4 0.3 -2.2
C 4.8953 -0.5365 -4.8215 0.8 1.1 0.1
O 3.7325 -0.5910 -4.0091 -0.1 0.4 1.6
S 3.7524 0.5759 -2.8362 -0.2 -2.5 -0.3
O 3.3486 0.0198 -1.5353 0.9 1.6 -3.1
O 3.1046 1.6486 -3.5112 -0.2 0.6 1.2
O 5.3421 0.7756 -2.8733 -0.7 0.0 1.6
H 5.9059 1.4691 -4.7267 0.0 -0.6 0.4
H 6.9016 0.1517 -4.0284 0.1 -0.2 0.2
H 5.3545 -1.4903 -4.7626 0.4 -1.0 -0.1
H 4.6202 -0.3231 -5.8736 0.2 0.2 0.7
C 4.0739 -4.7135 0.2311 -1.2 -1.0 -0.4
C 4.4916 -3.3861 0.6620 1.0 2.7 1.3
O 4.6740 -2.6157 -0.5674 -0.1 -0.5 -0.3
S 4.6624 -3.6146 -1.8592 -1.1 2.2 0.9
O 5.7888 -3.3076 -2.6694 -0.1 -0.6 0.3
O 3.3505 -3.6122 -2.4227 0.4 -0.1 -0.1
O 4.8122 -4.8720 -0.9611 1.7 -2.1 -1.2
H 3.0395 -4.7223 -0.0801 -0.6 -0.1 0.3
H 4.2912 -5.5492 0.8904 0.1 0.1 0.0
H 5.4876 -3.4164 1.1658 -0.7 0.0 -0.3
H 3.7778 -2.8070 1.2952 0.4 -0.6 -0.5
C 0.6837 -1.8472 -4.9724 -1.9 -1.7 -0.6
C -0.5471 -2.5859 -4.2964 0.7 0.3 1.1
O -1.6291 -2.3473 -5.1890 -1.1 0.7 0.0
S -1.1205 -2.3492 -6.6923 2.5 -2.5 0.7
O -1.8194 -1.4974 -7.5768 -0.5 -0.2 0.4
O -0.8555 -3.7550 -6.9333 -0.6 1.5 -0.7
O 0.2946 -1.6613 -6.3807 0.0 -0.1 0.6
H 1.5399 -2.4947 -4.8714 0.6 0.3 -0.2
H 0.7610 -0.8592 -4.5930 0.5 0.7 0.5
H -0.7919 -2.0440 -3.3692 0.1 -0.2 -0.6
H -0.4347 -3.6674 -3.9772 0.1 1.1 -1.2
C -2.9893 0.7299 -5.2415 1.7 1.3 -0.2
C -3.0468 1.9792 -4.2226 1.7 -1.3 -1.3
O -3.8893 2.8984 -4.8419 -0.8 0.7 -1.4
S -3.9275 2.7066 -6.4882 1.2 1.1 1.8
O -2.7950 3.4322 -7.0175 -1.3 -0.9 0.2
O -5.2576 2.9370 -6.9145 0.2 0.2 -0.3
O -3.6547 1.1753 -6.4499 -0.6 -0.5 0.0
H -3.4590 -0.2018 -4.8998 0.4 0.4 -0.2
H -1.9289 0.6716 -5.6171 -1.0 -0.8 1.0
H -1.9929 2.3604 -4.1113 -1.1 -0.1 -0.1
H -3.4226 1.7359 -3.2521 -0.4 -0.2 0.5
C -2.6252 0.4684 3.4643 1.3 1.3 -1.1
C -2.5624 1.6952 2.5116 0.1 0.6 0.7
O -2.7590 2.8758 3.3497 -0.9 -1.0 2.8
S -3.1665 2.3876 4.9812 1.1 -0.4 -3.0
O -4.4284 2.9473 5.3699 1.4 -0.1 -0.1
O -1.9418 2.4791 5.7398 -1.7 0.2 -0.4
O -3.4466 0.8735 4.5425 -0.5 0.5 1.0
H -1.6137 0.2543 3.7995 -0.1 -0.3 0.3
H -3.0889 -0.3534 2.9568 -0.2 -0.6 0.0
H -3.3383 1.6578 1.7563 -0.2 0.0 0.1
H -1.6012 1.8998 2.0234 -0.1 -0.6 0.2

Entry 3:
13
Properties=species:S:1:pos:R:3:forces:R:3 method="wB97M-V/def2-TZVPD" e_above_lowest_kcal_mol=24.9 max_force_ev_per_a=2.05 multiplicity=2 homo_ev="-12.46 / -12.46" charge=+1 orbital_gap_ev="8.44 / 3.37"
O -3.0112 0.9545 -2.4671 0.1 0.0 -0.3
C -4.2003 1.1248 -2.5156 0.3 0.0 0.7
H -4.7218 1.4560 -3.4214 0.0 0.0 -0.1
H -4.7871 0.9674 -1.5925 -0.3 0.0 -0.2
C 1.3480 0.0933 2.5965 -1.3 0.1 1.6
C 2.1444 -0.9493 1.7954 0.4 1.0 -0.1
S 1.8112 -0.5873 0.0830 0.6 0.2 -0.2
H 1.9484 0.6918 3.2818 0.6 0.0 -0.5
H 0.6586 -0.3668 3.3128 -0.1 -0.4 -0.5
H 0.7289 0.8115 2.0544 0.2 -0.1 -0.4
H 3.1895 -0.6996 1.9690 0.2 -0.6 -0.3
H 1.9195 -2.0052 1.9276 -0.1 0.0 0.4
H 0.5349 -0.9615 0.0948 -0.6 -0.2 -0.1

Entry 4:
75
Properties=species:S:1:pos:R:3:forces:R:3 method="wB97M-V/def2-TZVPD" e_above_lowest_kcal_mol=0.0 max_force_ev_per_a=1.61 homo_ev=-11.70 charge=+1 orbital_gap_ev=8.12
Ti 0.2943 0.6111 0.5791 -0.5 0.2 0.5
O 3.4264 -1.5800 -0.5782 0.2 -0.1 0.1
C 2.4907 -0.8856 -0.8088 -0.4 0.3 0.2
O 1.8962 -0.1191 0.1573 1.3 -0.6 -0.7
C 1.8267 -0.7332 -2.1570 -0.2 0.1 0.0
P 0.5047 0.5359 -2.0508 0.4 -0.1 -0.1
C -0.5879 0.2107 -3.4508 -0.1 0.0 0.1
C -0.0306 -0.1377 -4.6821 -0.1 0.0 -0.1
C -0.8555 -0.3675 -5.7717 0.0 0.0 0.0
C -2.2358 -0.2430 -5.6416 0.0 0.0 0.0
C -2.7913 0.1228 -4.4237 0.1 0.0 0.0
C -1.9673 0.3519 -3.3287 0.0 0.1 -0.1
C 1.3748 2.0695 -2.4959 0.0 0.0 0.1
C 0.7026 3.0573 -3.2092 0.0 0.0 0.0
C 1.3261 4.2676 -3.4809 0.0 0.0 0.0
C 2.6202 4.5017 -3.0397 0.0 0.0 0.0
C 3.2952 3.5232 -2.3215 0.0 0.0 0.0
C 2.6737 2.3146 -2.0438 0.0 0.0 0.0
H 1.3968 -1.6931 -2.4422 0.0 -0.1 0.0
H 2.5890 -0.4808 -2.8899 0.1 0.0 -0.1
H 1.0441 -0.2200 -4.8010 0.0 0.0 0.0
H -0.4198 -0.6396 -6.7260 0.0 0.0 0.1
H -2.8783 -0.4253 -6.4961 0.1 0.0 0.1
H -3.8638 0.2312 -4.3239 0.0 0.0 0.0
H -2.4025 0.6590 -2.3844 0.1 0.0 -0.1
H -0.3092 2.8849 -3.5574 0.0 0.0 0.0
H 0.7947 5.0311 -4.0358 0.0 0.0 0.0
H 3.1046 5.4461 -3.2544 0.0 0.0 0.0
H 4.3090 3.6992 -1.9811 -0.1 0.0 0.0
H 3.2198 1.5660 -1.4833 0.0 0.0 0.0
N 1.8608 1.8017 2.0259 -0.1 0.2 -0.2
C 1.7714 3.2393 1.7189 0.0 -0.4 0.2
C 0.8779 3.4647 0.5238 -0.1 -0.5 0.1
O 0.8006 4.4727 -0.0866 -0.2 0.2 -0.2
O 0.1460 2.3359 0.2554 0.0 1.4 -0.2
H 1.7967 1.6349 3.0204 -0.1 -0.1 0.1
H 2.7429 1.4182 1.7133 0.1 -0.1 0.0
H 2.7325 3.6939 1.5083 0.2 0.1 0.0
H 1.3225 3.7781 2.5493 0.0 0.1 0.1
C 1.8993 -4.0679 4.5337 0.0 -0.1 0.0
C 1.1163 -2.8169 4.8402 0.1 0.0 -0.1
O 0.3159 -2.4321 3.6842 -0.1 0.0 0.1
P 0.8823 -1.3329 2.6768 0.0 -0.3 0.3
O -0.1570 -0.0196 2.7895 0.1 -0.1 0.0
C -1.5030 -0.0479 3.4060 0.2 0.0 0.1
C -1.4937 -0.4472 4.8656 0.0 0.1 0.0
O 0.1365 -1.8246 1.2926 0.2 0.0 0.1
C 0.6870 -3.0378 0.6877 -0.2 0.1 0.0
C -0.2089 -4.2121 0.9920 0.0 -0.1 0.0
H 2.4564 -4.3791 5.4201 0.0 0.0 -0.1
H 2.6133 -3.8954 3.7249 0.0 0.0 0.0
H 1.2306 -4.8809 4.2460 0.0 0.0 0.0
H 1.7764 -1.9938 5.1238 0.0 0.0 0.0
H 0.4093 -2.9728 5.6493 -0.1 0.0 0.0
H -2.1383 -0.6900 2.8035 0.0 -0.1 0.0
H -1.8419 0.9756 3.3096 0.0 0.1 0.0
H -1.4694 -1.5220 5.0083 0.0 0.0 0.0
H -2.4128 -0.0618 5.3100 0.0 0.0 0.0
H -0.6550 0.0068 5.4000 -0.1 0.0 -0.1
H 1.7120 -3.1888 1.0369 0.0 0.0 0.1
H 0.7230 -2.8510 -0.3805 0.0 0.0 -0.1
H -0.3397 -4.3396 2.0656 0.0 0.0 0.0
H 0.2452 -5.1172 0.5833 -0.1 0.0 0.0
H -1.1889 -4.0794 0.5312 0.0 0.0 0.0
F -2.3809 2.1594 1.5202 0.3 0.2 0.0
C -2.7124 1.0929 0.7754 0.1 -0.2 -0.1
C -1.7447 0.2484 0.2470 -0.4 -0.2 -0.1
C -2.2400 -0.8224 -0.4813 -0.1 0.1 0.2
F -1.4118 -1.6626 -1.1287 0.4 -0.2 0.1
C -3.5820 -1.0681 -0.6653 -0.2 -0.1 0.0
F -4.0040 -2.0999 -1.3909 0.0 0.0 0.0
C -4.5008 -0.2045 -0.1021 -0.3 0.0 -0.1
F -5.7988 -0.4171 -0.2640 0.0 0.0 0.0
C -4.0656 0.8878 0.6206 -0.3 0.0 0.0
F -4.9528 1.7164 1.1634 0.0 0.0 0.0